ORCA calculation (ωB97M-V/def2-TZVPD) on an isolated molecule of C8H12ClP at a distorted geometry.

```
22
Properties=species:S:1:pos:R:3:lowdin_charge:R:1
C -1.027 1.917 -0.546 -0.23
C 0.244 1.580 -0.155 -0.19
C -1.883 1.158 -1.402 -0.25
C 1.052 -0.641 1.353 -0.21
C 1.937 -0.019 0.254 -0.19
C 0.207 -1.813 0.795 -0.33
C 1.013 0.569 -0.722 -0.14
C -0.501 -1.293 -0.414 -1.06
P -2.149 -0.664 -0.274 0.92
Cl -0.167 -2.104 -1.898 0.59
H -1.334 2.638 0.102 0.06
H 0.649 2.177 0.726 0.14
H -2.921 1.380 -1.515 0.04
H -1.314 0.705 -2.283 0.09
H 1.451 -1.085 2.295 0.12
H 0.328 0.091 1.739 0.09
H 2.499 0.643 0.787 0.08
H 2.575 -0.675 -0.357 0.13
H 0.794 -2.800 0.422 0.14
H -0.394 -2.133 1.731 0.12
H 0.921 0.510 -1.797 0.11
H -1.981 -0.142 1.157 -0.01
```

The spin multiplicity is 1. Its total energy is -30297.55770 eV. As for the LUMO energy (spin up / spin down): 0.363 / 0.363 eV. The value obtained for the largest force on an atom is 0.06216 Eh/bohr. The HOMO energy (spin up / spin down) is -7.555 / -7.554 eV.